# 1
{"formula": "C2H3CaO3", "method": "ωB97M-V with the def2-TZVPD basis set", "orbital_gap_ev": 4.09, "total_energy_ev": -26701.92787, "total_charge": -1, "elements": ["O", "C", "C", "O", "Ca", "H", "H", "O", "H"], "xyz": [[-0.6030, 1.0115, 1.4946], [-0.0578, 0.6995, 0.3159], [-0.6423, -0.5102, -0.4193], [1.5127, 0.8819, 0.6285], [2.0605, -0.8940, 0.1168], [-1.3596, -0.9883, 0.2837], [-1.1259, -0.1897, -1.3608], [0.3174, -1.5135, -0.5840], [-0.1020, 1.5029, -0.4754]]}

***

# 2
{"formula": "C2H4N3", "method": "ωB97M-V with the def2-TZVPD basis set", "orbital_gap_ev": 9.92, "total_energy_ev": -6595.60133, "total_charge": 1, "elements": ["N", "C", "N", "C", "N", "H", "H", "H", "H"], "xyz": [[0.6178, 1.0967, 0.0778], [0.1539, 0.0150, 0.7355], [1.0069, -0.9217, 0.0202], [0.3825, -0.0335, -0.7856], [-1.0612, -0.3683, -0.0957], [0.2384, 2.0267, 0.1238], [1.8983, -0.7043, 0.2888], [-1.3568, -1.3012, -0.1083], [-1.8796, 0.1906, -0.2564]]}

***

# 3
{"formula": "C3H4N2O", "method": "ωB97M-V with the def2-TZVPD basis set", "orbital_gap_ev": 9.08, "total_energy_ev": -8201.13444, "total_charge": 0, "elements": ["H", "N", "C", "C", "O", "C", "N", "H", "H", "H"], "xyz": [[-2.3168, -1.3786, 0.7976], [-1.7023, -0.6311, 0.4851], [-0.4879, -1.0080, 0.4815], [0.5683, -0.1070, 0.0288], [1.8776, -0.4762, 0.2445], [0.1833, 1.0574, -0.5003], [-0.2329, 1.9986, -1.1318], [-0.1112, -1.9983, 0.7653], [2.4034, -0.3625, -0.5556], [-0.1666, 2.8800, -0.6236]]}

***

# 4
{"formula": "C25H41BN9S4SeZr", "method": "ωB97M-V with the def2-TZVPD basis set", "orbital_gap_ev": [3.97, 3.98], "total_energy_ev": -150640.80757, "total_charge": 1, "elements": ["Zr", "C", "C", "C", "C", "N", "C", "C", "N", "B", "N", "C", "C", "N", "C", "S", "C", "C", "C", "C", "N", "C", "C", "N", "C", "S", "C", "C", "C", "C", "C", "S", "H", "H", "H", "H", "H", "H", "H", "H", "H", "H", "H", "H", "H", "H", "H", "H", "H", "H", "H", "H", "H", "H", "H", "H", "H", "H", "H", "H", "H", "H", "H", "H", "H", "H", "Se", "C", "C", "C", "N", "N", "C", "N", "S", "H", "H", "H", "H", "H", "H", "H"], "xyz": [[0.8053, 1.3759, -0.3022], [5.3007, -2.1162, -3.5319], [4.1087, -1.1710, -3.7478], [4.5062, 0.1813, -3.2542], [3.8429, -0.9804, -5.2476], [2.9120, -1.7045, -2.9876], [2.7983, -3.0025, -2.4344], [1.6232, -3.1814, -1.8283], [0.9173, -1.8833, -1.8929], [-0.4683, -1.6564, -1.3312], [-1.5432, -0.7142, -2.1120], [-2.3607, -1.2308, -3.1087], [-3.4515, -0.4621, -3.3133], [-3.3759, 0.5756, -2.3904], [-2.1598, 0.4956, -1.7653], [-1.5712, 1.7689, -0.7872], [-4.3858, 1.7217, -2.4279], [-3.7640, 3.0192, -2.8203], [-4.9421, 1.7656, -0.9943], [-5.4960, 1.3903, -3.4371], [-0.2489, -1.0842, 0.2952], [-1.2341, -1.6085, 1.1960], [-0.6539, -2.1307, 2.2962], [0.7064, -1.7623, 2.2866], [0.9295, -1.1211, 1.0108], [2.4420, -0.3522, 0.5038], [1.4300, -1.8197, 3.4101], [0.9115, -2.6586, 4.5926], [2.6781, -1.0914, 3.5171], [-2.3037, 1.3276, 2.7542], [1.7159, -1.0741, -2.6799], [1.3412, 0.5418, -2.8837], [6.2576, -1.6753, -3.9461], [5.1676, -3.0872, -4.0034], [5.4851, -2.2386, -2.4542], [5.3609, 0.5399, -3.8424], [4.8984, 0.1026, -2.2110], [3.6471, 0.9328, -3.3546], [4.8278, -0.5741, -5.7295], [2.9894, -0.2544, -5.4523], [3.6212, -1.8449, -5.8302], [3.5439, -3.7443, -2.7084], [1.1763, -4.0881, -1.3829], [-1.0039, -2.6785, -1.1174], [-2.0314, -2.1461, -3.6145], [-4.3140, -0.5200, -4.0075], [-2.9691, 3.3558, -2.1206], [-4.5773, 3.7552, -2.7526], [-3.3308, 3.0019, -3.8236], [-4.3140, 2.4365, -0.3764], [-4.9629, 0.7550, -0.5277], [-5.9954, 2.1833, -1.0434], [-5.1462, 1.4886, -4.4573], [-6.4020, 2.0778, -3.2847], [-5.8550, 0.3486, -3.3061], [-2.3005, -1.6607, 0.9667], [-1.0159, -2.7219, 3.1675], [0.2058, -3.4333, 4.2444], [0.4321, -2.0441, 5.3692], [1.7507, -3.2359, 4.9656], [2.6147, -0.0248, 3.8903], [3.2792, -1.0818, 2.6366], [3.2794, -1.6685, 4.2231], [-2.4173, 1.5620, 1.7105], [-2.9937, 2.0064, 3.3613], [-2.5986, 0.2701, 2.9240], [1.9100, 3.5050, -1.0489], [-0.5165, 1.1828, 6.8950], [-1.2728, 1.2010, 5.5500], [-0.4795, 1.6301, 4.3794], [-0.9081, 1.5279, 3.1166], [0.0497, 2.0077, 2.1121], [1.0416, 2.6155, 2.7793], [1.9388, 3.4402, 2.2235], [1.0850, 2.3531, 4.5378], [-1.2616, 1.0253, 7.7416], [0.0100, 2.0966, 7.1599], [0.2168, 0.4189, 6.9816], [-2.0403, 1.9869, 5.6362], [-1.7315, 0.2430, 5.2264], [1.9299, 3.6091, 1.2095], [2.7092, 3.7047, 2.8028]]}

***

# 5
{"formula": "C36H49GeO3Ru", "method": "ωB97M-V with the def2-TZVPD basis set", "orbital_gap_ev": [5.26, 6.30], "total_energy_ev": -103359.92913, "multiplicity": 5, "total_charge": 1, "s_squared": 6.07, "elements": ["Ru", "C", "C", "C", "C", "C", "C", "C", "C", "C", "H", "H", "H", "H", "H", "H", "H", "H", "H", "H", "H", "H", "C", "C", "C", "C", "O", "Ge", "O", "C", "C", "C", "C", "O", "C", "C", "C", "C", "H", "H", "H", "H", "H", "H", "H", "H", "H", "H", "H", "H", "H", "H", "H", "H", "H", "H", "H", "H", "H", "H", "H", "H", "H", "H", "H", "C", "C", "C", "C", "C", "C", "C", "C", "C", "C", "C", "C", "C", "C", "C", "H", "H", "H", "H", "H", "H", "H", "H", "H", "H"], "xyz": [[0.6016, 0.1819, 0.1829], [-0.7873, -3.2771, 1.0597], [0.3480, -2.4082, 1.4997], [1.3341, -2.0033, 0.5725], [2.5509, -1.4267, 1.0316], [3.7140, -1.3092, 0.0828], [2.6954, -1.1665, 2.3949], [1.6737, -1.4483, 3.2993], [1.8119, -1.0530, 4.7314], [0.5245, -2.0935, 2.8446], [-1.7226, -2.7251, 1.0169], [-0.9138, -4.1005, 1.7587], [-0.6011, -3.6915, 0.0737], [1.3145, -2.4382, -0.4296], [3.4075, -0.8780, -0.8727], [4.1074, -2.3098, -0.1132], [4.5118, -0.7098, 0.5116], [3.6164, -0.7340, 2.7613], [1.5301, -0.0054, 4.8349], [2.8407, -1.1478, 5.0639], [1.1697, -1.6420, 5.3793], [-0.2280, -2.3916, 3.5599], [0.6596, 3.2057, -2.8750], [1.1428, 2.7913, -1.4790], [1.3076, 4.0310, -0.5860], [2.4848, 2.0443, -1.5957], [0.1978, 1.9430, -0.8874], [-1.7180, 1.1713, -1.4647], [-1.7433, 0.5333, 0.3173], [-2.6149, 0.7473, 1.4023], [-3.6091, -0.4164, 1.4789], [-3.3774, 2.0589, 1.2193], [-1.7582, 0.7971, 2.6728], [-0.6214, -0.4327, -1.7186], [-0.5921, -1.2152, -2.8966], [0.8071, -1.1485, -3.5155], [-1.6148, -0.6862, -3.9069], [-0.9430, -2.6711, -2.5621], [1.4063, 3.8307, -3.3561], [0.4902, 2.3214, -3.4895], [-0.2712, 3.7646, -2.7947], [2.0012, 4.7289, -1.0444], [0.3422, 4.5150, -0.4560], [1.6822, 3.7362, 0.3912], [3.2646, 2.7133, -1.9480], [2.7681, 1.6612, -0.6059], [2.3886, 1.2156, -2.3006], [-4.1183, -0.5280, 0.5223], [-3.0973, -1.3461, 1.7114], [-4.3484, -0.2263, 2.2510], [-4.0417, 1.9760, 0.3615], [-3.9680, 2.2825, 2.1013], [-2.6740, 2.8700, 1.0443], [-1.0492, -0.0374, 2.6664], [-1.1890, 1.7258, 2.7017], [-2.3783, 0.7291, 3.5610], [1.0211, -0.1366, -3.8575], [1.5558, -1.4417, -2.7768], [0.8716, -1.8241, -4.3643], [-1.4054, 0.3573, -4.1548], [-1.5732, -1.2756, -4.8188], [-2.6189, -0.7485, -3.4849], [-0.1071, -3.1688, -2.0764], [-1.8080, -2.6942, -1.9046], [-1.1759, -3.2171, -3.4735], [1.3760, 1.2152, 1.6599], [1.9909, 2.0834, 2.2821], [2.7357, 2.9599, 3.0700], [2.1812, 4.2155, 3.4706], [2.9934, 5.2708, 3.9285], [2.4353, 6.4677, 4.3169], [1.0638, 6.6688, 4.2324], [0.2535, 5.6549, 3.7391], [0.7953, 4.4499, 3.3580], [4.0653, 2.5116, 3.4369], [4.6296, 2.8020, 4.6873], [5.8846, 2.3288, 5.0176], [6.5992, 1.5439, 4.1240], [6.0549, 1.2498, 2.8805], [4.8038, 1.7210, 2.5429], [4.0676, 5.1510, 3.9476], [3.0770, 7.2551, 4.6854], [0.6345, 7.6098, 4.5411], [-0.8108, 5.8092, 3.6608], [0.1617, 3.6555, 2.9899], [4.0528, 3.3554, 5.4154], [6.3024, 2.5578, 5.9856], [7.5693, 1.1562, 4.3960], [6.6137, 0.6502, 2.1761], [4.3762, 1.5141, 1.5700]]}

***

# 6
{"formula": "CH6O3Si", "method": "ωB97M-V with the def2-TZVPD basis set", "orbital_gap_ev": [10.11, 3.83], "total_energy_ev": -15149.71812, "total_charge": 0, "elements": ["C", "O", "O", "O", "Si", "H", "H", "H", "H", "H", "H"], "xyz": [[-0.8589, -3.4025, -1.7437], [2.8837, 2.8558, 0.9856], [0.1430, 2.1854, 1.0870], [-1.3981, 0.1663, -0.1918], [-1.0936, 1.3395, 0.7189], [-1.1247, -3.8897, -2.5779], [-1.6522, -2.9219, -1.1859], [0.1792, -2.9620, -1.5208], [3.3932, 2.3480, 1.5952], [1.9323, 2.5520, 1.1601], [-2.4039, 1.7292, 1.6735]]}

***

Summary of max |F| in eV Å⁻¹
4.67; 5.28; 1.56; 3.63; 2.65; 7.48
(order as listed above)